1.
Molecular formula: C8H9NO2
Method: DFT, wB97M-V/def2-TZVPD

Summary:
Gap between HOMO and LUMO in Eh: 0.369
Charge: 0
Strongest force on any atom in eV Å⁻¹: 4.59
HOMO level in eV: -9.342
Spin multiplicity: 1
SMILES: O=C1CCC[C@]23C=NO[C@]12C3
Energy above the lowest of the compared OMol25 structures with the same formula, charge and spin in kJ/mol: 432.5

CARTESIAN COORDINATES (ANGSTROEM)
O1 2.13963 -1.95368 -0.17716
C1 1.39769 -1.04843 0.11983
C2 0.57289 -1.17778 1.35941
C3 -0.93551 -1.20109 1.01781
C4 -1.26120 0.25593 0.69850
C5 -0.40373 0.74683 -0.48998
C6 -0.85189 0.96245 -1.89890
N1 -0.06024 0.61728 -2.84701
O2 1.12591 0.12106 -2.48154
C7 0.96934 0.09457 -0.75383
C8 0.95778 1.49447 -0.19908
H1 0.80657 -2.23893 1.87598
H2 0.76354 -0.26326 2.00586
H3 -1.08009 -1.71420 0.10927
H4 -1.58221 -1.45885 1.91109
H5 -2.36205 0.47070 0.35744
H6 -0.97151 0.98453 1.47461
H7 -1.89906 1.29137 -2.08173
H8 1.40076 2.25925 -0.87363
H9 1.27339 1.75776 0.87306

Atomic forces in eV per Å
O 0.417 0.669 -0.469
C -0.386 -1.455 -1.122
C -0.308 -1.514 2.407
C -0.007 2.552 1.941
C -1.366 1.774 -2.059
C 2.827 0.193 -0.659
C -0.961 -0.218 0.025
N -1.079 0.551 -0.203
O -0.597 -0.144 4.551
C 0.393 0.543 -1.181
C 0.171 0.514 0.341
H 0.068 2.775 -1.015
H -0.113 -1.417 -0.191
H -0.604 -1.369 -0.690
H 0.857 -0.454 -1.248
H 1.810 -0.589 0.964
H -0.626 -0.668 0.254
H 1.086 -0.148 -0.328
H -0.936 -0.576 0.209
H -0.645 -1.020 -1.528

Results of the Mulliken charge analysis, in e, for atoms 1 through 2:
1 O -0.562
2 C 0.143



2.
Molecular formula: C8H9NO2S
Method: DFT, wB97M-V/def2-TZVPD

Summary:
Gap between HOMO and LUMO in Eh: 0.335
Charge: 0
Strongest force on any atom in eV Å⁻¹: 3.22
HOMO level in eV: -9.123
Spin multiplicity: 1
Energy above the lowest of the compared OMol25 structures with the same formula, charge and spin in kJ/mol: 302.9

CARTESIAN COORDINATES (ANGSTROEM)
C1 2.15219 -0.90298 1.41201
C2 1.87137 1.13992 -0.19980
C3 0.51952 1.37607 -0.31078
C4 -0.64301 0.43490 -0.30730
C5 -1.87742 0.82309 0.36182
C6 -2.88527 -0.12119 0.37464
C7 -1.64668 -1.65539 -0.82679
C8 -0.53976 -0.81060 -0.83016
H1 2.60877 -1.74038 1.84912
H2 2.21828 0.01299 2.03828
H3 1.13664 -1.19545 1.05910
H4 2.50389 2.00044 -0.55391
H5 -0.91967 2.61554 -0.78364
H6 -1.95510 1.98978 0.63855
H7 -3.78070 0.09299 0.99118
H8 -1.69364 -2.58855 -1.30274
H9 0.48628 -1.03701 -1.15142
N1 -2.78357 -1.36074 -0.21867
O1 2.28627 -1.27225 -1.31157
O2 0.12587 2.61675 -0.74495
S1 2.81575 -0.41790 -0.18297

Atomic forces in eV per Å
C -1.647 0.823 -0.974
C -0.660 1.054 -1.167
C 0.923 -0.328 -1.182
C -1.243 0.998 2.314
C 1.535 1.981 -1.496
C -0.155 -0.403 0.537
C -0.704 1.021 0.761
C 1.113 -0.334 -0.320
H 0.916 -1.074 0.415
H -0.342 -0.862 -0.303
H 0.288 0.370 1.155
H -0.638 -0.901 0.652
H 3.217 0.071 -0.015
H -0.291 -3.094 0.068
H 0.365 -0.356 -0.791
H 0.516 -1.213 -0.678
H -0.868 -0.686 -0.547
N -0.211 1.725 0.804
O 0.624 0.093 1.219
O -2.589 -0.031 0.486
S -0.150 1.147 -0.939

Results of the Mulliken charge analysis, in e, for atoms 1 through 2:
1 C -0.837
2 C -0.930



3.
Molecular formula: C8H9NO3S2
Method: DFT, wB97M-V/def2-TZVPD

Summary:
Gap between HOMO and LUMO (alpha / beta) in Eh: 0.297 / 0.297
Charge: 0
Strongest force on any atom in eV Å⁻¹: 5.27
HOMO level (alpha / beta) in eV: -8.501 / -8.501
Spin multiplicity: 1
Energy above the lowest of the compared OMol25 structures with the same formula, charge and spin in kJ/mol: 338.1

CARTESIAN COORDINATES (ANGSTROEM)
C1 0.06254 -3.15154 -2.03134
C2 0.48004 -3.12550 -0.67827
C3 0.11110 -1.92252 -2.63471
C4 0.95463 -2.00808 -0.06946
C5 0.62294 -0.79439 -2.04353
C6 0.97505 -0.74299 -0.72509
C7 -0.48812 1.09770 2.49958
C8 0.00246 1.73728 0.26969
N1 0.05014 2.89293 0.88490
O1 1.13353 3.32973 1.29727
O2 -1.15664 3.43174 1.27509
O3 -1.18503 1.23408 -0.13954
S1 -2.08225 1.26195 2.83394
S2 1.53397 0.84958 -0.00821
H1 -0.34218 -3.91133 -2.63738
H2 0.27655 -3.98023 -0.03119
H3 -0.09771 -1.65601 -3.68730
H4 1.30349 -2.08044 0.95379
H5 0.49895 0.12834 -2.61717
H6 -0.10847 0.14980 2.13845
H7 0.22770 1.72799 3.03199
H8 -1.76425 1.15724 0.55011
H9 -1.00846 4.37468 1.56838

Atomic forces in eV per Å
C 0.362 2.031 1.056
C -1.150 -1.878 -0.704
C 0.696 0.692 -2.108
C 0.523 2.191 0.811
C -0.981 1.896 0.066
C 0.329 -0.542 0.536
C -0.809 -0.815 2.350
C -1.590 -1.130 -0.312
N 0.767 -0.885 -0.356
O 0.508 1.281 0.557
O -0.234 1.450 -0.293
O 3.480 0.527 -3.926
S 0.543 -0.200 -0.135
S -0.338 -0.288 -0.082
H -0.306 -1.419 0.151
H 0.514 -0.070 -0.331
H -0.418 -1.226 0.453
H -0.197 0.053 0.081
H 0.488 -0.168 0.228
H 0.055 0.074 -0.399
H 0.085 0.054 -0.495
H -2.784 -0.328 3.333
H 0.455 -1.302 -0.482

Results of the Mulliken charge analysis, in e, for atoms 1 through 2:
1 C -0.604
2 C -0.324



4.
Molecular formula: C8H9NO4
Method: DFT, wB97M-V/def2-TZVPD

Summary:
Gap between HOMO and LUMO (alpha / beta) in Eh: 0.220 / 0.306
Charge: 0
Strongest force on any atom in eV Å⁻¹: 8.89
<S²>: 2.018
HOMO level (alpha / beta) in eV: -5.442 / -10.260
Spin multiplicity: 3
Energy above the lowest of the compared OMol25 structures with the same formula, charge and spin in kJ/mol: 0.0

CARTESIAN COORDINATES (ANGSTROEM)
C1 1.52148 2.02125 0.52372
C2 0.18618 2.13101 -0.20166
C3 -2.15908 -1.09949 1.32101
C4 -0.65840 -1.48946 -0.64916
C5 1.88933 0.83444 0.97010
C6 1.20211 -0.51276 0.78027
C7 -0.32385 0.98737 -0.72546
C8 0.37126 -0.39338 -0.49663
N1 -1.63045 -1.77633 0.30294
O1 -3.24947 -1.33595 1.72530
O2 -0.60998 -2.22912 -1.62542
O3 -1.26851 1.05657 -1.69483
O4 1.32393 -0.58431 -1.48491
H1 2.14440 2.89676 0.48335
H2 -0.21678 3.19063 -0.36237
H3 2.84266 0.70072 1.40398
H4 -1.42280 -0.31253 1.61735
H5 1.91767 -1.35811 0.59279
H6 0.76130 -0.79845 1.71072
H7 -1.98492 -2.63453 0.02430
H8 -1.58020 1.87102 -2.02371
H9 0.94410 -1.16536 -2.19169

Atomic forces in eV per Å
C -4.980 2.283 -3.453
C 5.643 5.889 3.526
C 1.115 1.770 0.104
C 0.018 -0.980 -0.620
C 1.284 -3.433 0.503
C 0.737 0.933 -0.358
C -2.334 -4.504 -0.484
C -1.535 1.063 -0.249
N 2.329 -0.213 -2.009
O -1.050 -0.040 1.256
O -0.054 0.586 0.804
O 0.492 -3.073 0.128
O 0.645 -0.537 -2.010
H 0.058 0.186 0.720
H 0.477 -1.903 0.027
H 1.017 0.264 0.626
H -0.877 0.116 0.519
H -0.319 1.074 0.014
H -1.128 -0.107 0.540
H -1.737 -1.786 -0.303
H 0.014 1.887 -0.040
H 0.184 0.529 0.760

Results of the Mulliken charge analysis, in e, for atoms 1 through 2:
1 C -0.216
2 C -0.824



5.
Molecular formula: C8H9NO4
Method: DFT, wB97M-V/def2-TZVPD

Summary:
Gap between HOMO and LUMO (alpha / beta) in Eh: 0.211 / 0.221
Charge: 0
Strongest force on any atom in eV Å⁻¹: 3.31
<S²>: 2.044
HOMO level (alpha / beta) in eV: -5.938 / -8.957
Spin multiplicity: 3
Energy above the lowest of the compared OMol25 structures with the same formula, charge and spin in kJ/mol: 369.3

CARTESIAN COORDINATES (ANGSTROEM)
C1 -2.14110 -2.69869 -0.57481
C2 -2.33508 -1.34764 -0.88308
C3 -0.91261 -2.76112 0.07568
C4 -1.20584 -0.68463 -0.47190
C5 -0.86384 0.67582 -0.66323
C6 1.95965 0.12804 -0.26895
C7 0.62909 1.17668 1.76182
C8 0.97440 1.17060 0.31293
N1 1.07145 2.56523 -0.24696
O1 2.02412 2.87294 -0.88647
O2 -1.46557 1.55986 -1.17923
O3 0.14819 3.30172 0.04628
O4 -0.36576 -1.56970 0.07636
H1 -2.70552 -3.51489 -0.79196
H2 -3.09992 -0.92446 -1.40877
H3 -0.14644 -3.50904 0.14583
H4 2.03596 -0.81809 0.20631
H5 2.94951 0.64768 -0.22789
H6 1.75899 -0.06440 -1.30901
H7 0.23607 2.24952 1.86292
H8 1.58046 1.14779 2.36065
H9 -0.12622 0.39677 2.06346

Atomic forces in eV per Å
C 2.684 1.357 1.390
C 0.580 -0.939 0.415
C -1.314 -1.774 -1.522
C 0.650 1.530 0.390
C 0.145 -2.648 -0.357
C 0.328 2.613 -0.221
C -0.437 1.869 0.303
C 0.096 -1.998 -0.625
N -1.532 -0.316 1.251
O 1.490 0.052 -1.128
O -0.209 1.743 -0.054
O 0.302 0.089 -0.079
O 2.072 2.229 1.034
H -1.700 -1.960 -0.597
H -1.934 0.996 -1.093
H -0.395 -0.684 0.536
H -0.392 -0.435 0.930
H -0.534 -0.447 -0.059
H -0.124 0.124 -0.486
H 0.001 -1.829 0.647
H -0.806 -0.394 -0.399
H 1.027 0.825 -0.276

Results of the Mulliken charge analysis, in e, for atoms 1 through 2:
1 C -0.399
2 C -1.004



6.
Molecular formula: C8H9NOS
Method: DFT, wB97M-V/def2-TZVPD

Summary:
Gap between HOMO and LUMO in Eh: 0.305
Charge: 0
Strongest force on any atom in eV Å⁻¹: 4.02
HOMO level in eV: -9.066
Spin multiplicity: 1
Energy above the lowest of the compared OMol25 structures with the same formula, charge and spin in kJ/mol: 555.9

CARTESIAN COORDINATES (ANGSTROEM)
C1 0.91357 1.22510 -1.63741
C2 1.17611 0.31002 0.81717
C3 2.17476 0.48240 -1.74775
C4 2.43040 -0.02155 0.42474
C5 0.30187 0.84829 -0.21779
C6 -0.93088 1.19946 -0.06663
C7 -2.30757 -1.75024 1.88365
C8 -1.44869 -1.67099 0.84392
N1 2.89940 -0.06544 -0.85450
O1 -3.50390 0.92427 -0.28740
S1 -2.35832 1.91574 -0.04901
H1 1.24947 2.24473 -1.71094
H2 0.73559 0.25128 1.75730
H3 2.66310 0.32728 -2.76007
H4 3.25052 -0.32739 1.03781
H5 -3.20589 -1.19651 1.67764
H6 0.18872 1.15759 -2.46574
H7 -1.95315 -2.36521 2.66978
H8 -0.48310 -2.16444 0.82748
H9 -1.79200 -1.32438 -0.14225

Atomic forces in eV per Å
C -0.419 -0.974 1.634
C 1.191 0.242 -2.414
C 2.065 -1.497 -3.107
C -0.619 -0.011 1.901
C 1.100 0.978 -1.731
C -2.133 1.135 0.286
C 1.903 0.604 -2.928
C -1.086 -0.818 -0.207
N -0.726 0.679 -1.391
O 1.664 1.730 0.267
S -0.934 -2.546 -0.132
H -0.115 0.959 0.593
H -0.128 -0.271 1.658
H -1.000 0.571 0.784
H -0.235 -0.216 1.257
H -0.693 -0.350 0.934
H 0.428 -0.582 0.367
H -0.526 0.033 1.319
H 0.029 -0.039 0.211
H 0.233 0.373 0.698

Results of the Mulliken charge analysis, in e, for atoms 1 through 2:
1 C -0.642
2 C -0.839